[1]
Molecular formula: C29H41Cl5ErP2
Method: DFT, ωB97M-V/def2-TZVPD

**HOMO energy (spin up / spin down)**: -9.918 / -9.920 eV
**<S²>**: 3.754
**Relative energy (zero: lowest compared OMol25 entry of this formula, charge and spin)**: 2.968 eV
**Orbital gap (spin up / spin down)**: 6.27 / 6.39 eV
**M**: 796.1 g mol⁻¹
**E_tot**: -139538.775 eV
**Lowest unoccupied orbital energy (spin up / spin down)**: -0.13409 / -0.12988 Ha

Structure (ORCA input):
```
! wB97M-V def2-TZVPD RIJCOSX def2/J DEFGRID3
* xyz 1 4
Er -0.146 -0.710 -0.140
C -0.947 1.463 0.877
C -1.411 1.448 -0.478
C -2.249 -0.454 0.576
C -1.447 0.284 1.526
C -2.179 0.251 -0.686
C -0.496 2.688 1.605
H 0.164 3.317 0.993
H 0.047 2.433 2.523
H -1.352 3.324 1.908
C -1.366 -0.016 2.986
H -0.583 0.571 3.486
H -1.181 -1.081 3.147
H -2.333 0.227 3.451
C -2.734 -1.850 0.805
H -3.767 -1.777 1.178
H -2.138 -2.375 1.597
H -2.743 -2.467 -0.117
C -2.679 -0.234 -2.011
H -3.744 0.032 -2.109
H -2.598 -1.335 -2.108
H -2.141 0.232 -2.857
C -1.373 2.602 -1.419
H -2.389 3.009 -1.573
H -0.986 2.317 -2.404
H -0.758 3.426 -1.040
C 3.151 0.396 0.028
C 2.648 1.628 -0.144
C 2.313 2.292 -1.438
C 2.106 1.533 -2.796
C 1.249 0.326 -2.968
C 1.597 -0.935 -2.664
C 2.823 -1.417 -1.935
C 3.705 -0.437 -1.074
H 3.129 3.005 -1.700
H 3.129 1.299 -3.168
H 1.417 2.911 -1.242
H 4.208 0.276 -1.772
H 3.167 -0.061 1.031
H 2.256 2.149 0.747
H 4.486 -1.103 -0.634
H 2.491 -2.244 -1.271
H 0.855 -1.750 -2.833
H 3.557 -1.886 -2.645
H 1.689 2.305 -3.470
H 0.209 0.507 -3.317
P 5.005 0.221 -3.681
C 6.555 -0.072 -2.748
C 5.567 1.579 -4.775
P 3.474 -1.523 -5.606
C 5.118 -1.238 -4.789
C 3.886 -0.601 -7.185
C 4.036 -3.139 -6.353
H 6.533 -1.067 -2.279
H 6.672 0.712 -1.986
H 7.366 -0.011 -3.488
H 6.572 1.290 -5.122
H 5.621 2.494 -4.160
H 4.874 1.718 -5.621
H 4.928 -2.971 -6.972
H 3.211 -3.500 -6.978
H 4.259 -3.857 -5.552
H 5.435 -2.122 -4.202
H 5.898 -0.989 -5.530
H 3.104 -0.880 -7.905
H 4.860 -0.945 -7.565
H 3.895 0.486 -7.039
Cl -2.961 -3.344 4.499
C -1.452 -3.869 3.863
C -0.877 -3.205 2.796
C 0.351 -3.538 2.332
Cl 1.155 -2.636 0.994
C 1.081 -4.619 2.866
Cl 2.626 -5.012 2.242
C 0.494 -5.366 3.911
Cl 1.315 -6.719 4.544
C -0.779 -4.990 4.424
Cl -1.494 -5.891 5.687
*
```


[2]
Molecular formula: C14H21N6O2PdS
Method: DFT, ωB97M-V/def2-TZVPD

**HOMO energy**: -11.862 eV
**Relative energy (zero: lowest compared OMol25 entry of this formula, charge and spin)**: 0.000 eV
**Orbital gap**: 9.14 eV
**M**: 443.8 g mol⁻¹
**E_tot**: -42204.708 eV
**Lowest unoccupied orbital energy**: -0.09993 Ha

Structure (ORCA input):
```
! wB97M-V def2-TZVPD RIJCOSX def2/J DEFGRID3
* xyz 1 1
Pd -0.719 0.612 1.985
N -1.181 0.327 3.972
C -0.443 -0.748 4.666
C 1.059 -0.513 4.644
C 1.709 -0.623 3.273
N 1.319 0.497 2.379
H -1.092 1.201 4.483
H -2.178 0.112 3.946
H -0.684 -1.685 4.163
H -0.788 -0.827 5.698
H 1.524 -1.260 5.289
H 1.296 0.458 5.092
H 1.409 -1.552 2.785
H 2.794 -0.638 3.385
H 1.841 0.436 1.509
H 1.608 1.376 2.804
N -2.094 -1.813 1.562
N -3.280 -1.252 2.095
C -3.614 0.091 1.789
O -4.785 0.377 1.699
O -2.642 0.959 1.699
H -2.256 -2.169 0.623
H -1.834 -2.600 2.143
H -4.110 -1.819 1.976
S -0.233 1.695 -4.473
C -0.241 1.358 -2.761
C 0.478 0.335 -2.140
C 0.346 0.161 -0.781
N -0.440 0.927 -0.015
C -1.148 1.901 -0.609
C -1.068 2.149 -1.959
C 1.067 0.636 -5.062
C 2.399 0.990 -4.900
C 3.368 0.129 -5.393
N 3.087 -1.010 -6.022
C 1.807 -1.324 -6.190
C 0.757 -0.539 -5.727
H 1.122 -0.325 -2.701
H 0.871 -0.646 -0.283
H -1.806 2.471 0.031
H -1.652 2.953 -2.384
H 2.676 1.915 -4.411
H 4.419 0.370 -5.284
H 1.604 -2.250 -6.715
H -0.270 -0.840 -5.881
*
```


[3]
Molecular formula: C40H50N5OSi
Method: DFT, ωB97M-V/def2-TZVPD

**HOMO energy**: -9.003 eV
**Orbital gap**: 4.92 eV
**M**: 645.0 g mol⁻¹
**E_tot**: -59663.001 eV
**Lowest unoccupied orbital energy**: -0.15024 Ha

Structure (ORCA input):
```
! wB97M-V def2-TZVPD RIJCOSX def2/J DEFGRID3
* xyz 1 1
C -1.214 -1.900 7.255
Si 0.053 -0.728 6.543
C 0.164 0.718 7.721
C 1.712 -1.598 6.587
O -0.436 -0.189 5.005
C 0.220 -0.479 3.745
C 1.560 0.254 3.695
C 1.754 1.325 4.548
C 2.926 2.048 4.537
C 3.931 1.710 3.658
C 3.742 0.671 2.771
C 2.556 -0.034 2.772
C 0.321 -1.998 3.617
C 1.511 -2.703 3.501
C 1.503 -4.073 3.353
C 0.308 -4.761 3.333
C -0.878 -4.077 3.484
C -0.866 -2.709 3.635
C -0.692 0.055 2.588
C -1.026 1.553 2.717
C -0.094 2.273 1.729
C 0.249 1.223 0.663
N -0.042 -0.110 1.253
C -0.004 -1.283 0.558
C 0.668 -1.433 -0.636
C 0.630 -2.588 -1.396
C 1.398 -2.810 -2.576
C 1.050 -3.863 -3.444
C 1.769 -4.101 -4.590
C 2.871 -3.319 -4.896
C 3.246 -2.288 -4.051
C 2.521 -2.025 -2.913
H -0.876 -2.254 8.226
H -2.163 -1.386 7.377
H -1.350 -2.752 6.595
H 0.410 0.362 8.718
H 0.935 1.412 7.402
H -0.791 1.234 7.755
H 2.058 -1.665 7.615
H 1.619 -2.604 6.190
H 2.447 -1.048 6.008
H 0.954 1.608 5.208
H 3.043 2.884 5.204
H 4.855 2.266 3.654
H 4.517 0.415 2.069
H 2.391 -0.792 2.026
H 2.456 -2.194 3.543
H 2.435 -4.605 3.256
H 0.302 -5.831 3.216
H -1.816 -4.605 3.487
H -1.793 -2.179 3.774
H -1.621 -0.526 2.581
H -2.073 1.730 2.447
H -0.896 1.902 3.747
H -0.557 3.167 1.291
H 0.819 2.603 2.239
H -0.381 1.339 -0.224
H 1.293 1.276 0.342
H -0.517 -2.127 0.983
H 1.228 -0.595 -1.009
H -0.048 -3.367 -1.093
H 0.192 -4.470 -3.206
H 1.473 -4.898 -5.252
H 3.436 -3.516 -5.792
H 4.115 -1.693 -4.284
H 2.836 -1.236 -2.253
C -3.924 -0.873 -5.992
N -3.351 0.466 -5.939
C -4.182 1.540 -6.513
C -3.359 2.779 -6.833
N -2.507 3.140 -5.693
C -2.185 4.552 -5.446
C -0.742 4.702 -4.990
N -0.403 3.742 -3.923
C 0.790 4.064 -3.148
C -0.893 2.416 -4.006
C -0.357 1.366 -3.265
N -0.704 0.096 -3.378
C -1.651 -0.159 -4.264
C -2.303 0.792 -5.045
C -1.909 2.123 -4.914
H -3.139 -1.626 -6.031
H -4.541 -1.037 -5.109
H -4.543 -0.985 -6.881
H -4.688 1.165 -7.410
H -4.958 1.783 -5.780
H -2.710 2.597 -7.696
H -4.002 3.629 -7.087
H -2.376 5.129 -6.357
H -2.873 4.925 -4.680
H -0.063 4.514 -5.828
H -0.548 5.721 -4.637
H 0.736 3.617 -2.157
H 1.670 3.687 -3.667
H 0.885 5.142 -3.028
H 0.410 1.575 -2.542
H -1.925 -1.195 -4.365
*
```


Look up the E_tot of the second one. -42204.708 eV


What did the third record say?
Molecular formula: C40H50N5OSi
Method: DFT, ωB97M-V/def2-TZVPD

**HOMO energy**: -9.003 eV
**Orbital gap**: 4.92 eV
**M**: 645.0 g mol⁻¹
**E_tot**: -59663.001 eV
**Lowest unoccupied orbital energy**: -0.15024 Ha

Structure (ORCA input):
```
! wB97M-V def2-TZVPD RIJCOSX def2/J DEFGRID3
* xyz 1 1
C -1.214 -1.900 7.255
Si 0.053 -0.728 6.543
C 0.164 0.718 7.721
C 1.712 -1.598 6.587
O -0.436 -0.189 5.005
C 0.220 -0.479 3.745
C 1.560 0.254 3.695
C 1.754 1.325 4.548
C 2.926 2.048 4.537
C 3.931 1.710 3.658
C 3.742 0.671 2.771
C 2.556 -0.034 2.772
C 0.321 -1.998 3.617
C 1.511 -2.703 3.501
C 1.503 -4.073 3.353
C 0.308 -4.761 3.333
C -0.878 -4.077 3.484
C -0.866 -2.709 3.635
C -0.692 0.055 2.588
C -1.026 1.553 2.717
C -0.094 2.273 1.729
C 0.249 1.223 0.663
N -0.042 -0.110 1.253
C -0.004 -1.283 0.558
C 0.668 -1.433 -0.636
C 0.630 -2.588 -1.396
C 1.398 -2.810 -2.576
C 1.050 -3.863 -3.444
C 1.769 -4.101 -4.590
C 2.871 -3.319 -4.896
C 3.246 -2.288 -4.051
C 2.521 -2.025 -2.913
H -0.876 -2.254 8.226
H -2.163 -1.386 7.377
H -1.350 -2.752 6.595
H 0.410 0.362 8.718
H 0.935 1.412 7.402
H -0.791 1.234 7.755
H 2.058 -1.665 7.615
H 1.619 -2.604 6.190
H 2.447 -1.048 6.008
H 0.954 1.608 5.208
H 3.043 2.884 5.204
H 4.855 2.266 3.654
H 4.517 0.415 2.069
H 2.391 -0.792 2.026
H 2.456 -2.194 3.543
H 2.435 -4.605 3.256
H 0.302 -5.831 3.216
H -1.816 -4.605 3.487
H -1.793 -2.179 3.774
H -1.621 -0.526 2.581
H -2.073 1.730 2.447
H -0.896 1.902 3.747
H -0.557 3.167 1.291
H 0.819 2.603 2.239
H -0.381 1.339 -0.224
H 1.293 1.276 0.342
H -0.517 -2.127 0.983
H 1.228 -0.595 -1.009
H -0.048 -3.367 -1.093
H 0.192 -4.470 -3.206
H 1.473 -4.898 -5.252
H 3.436 -3.516 -5.792
H 4.115 -1.693 -4.284
H 2.836 -1.236 -2.253
C -3.924 -0.873 -5.992
N -3.351 0.466 -5.939
C -4.182 1.540 -6.513
C -3.359 2.779 -6.833
N -2.507 3.140 -5.693
C -2.185 4.552 -5.446
C -0.742 4.702 -4.990
N -0.403 3.742 -3.923
C 0.790 4.064 -3.148
C -0.893 2.416 -4.006
C -0.357 1.366 -3.265
N -0.704 0.096 -3.378
C -1.651 -0.159 -4.264
C -2.303 0.792 -5.045
C -1.909 2.123 -4.914
H -3.139 -1.626 -6.031
H -4.541 -1.037 -5.109
H -4.543 -0.985 -6.881
H -4.688 1.165 -7.410
H -4.958 1.783 -5.780
H -2.710 2.597 -7.696
H -4.002 3.629 -7.087
H -2.376 5.129 -6.357
H -2.873 4.925 -4.680
H -0.063 4.514 -5.828
H -0.548 5.721 -4.637
H 0.736 3.617 -2.157
H 1.670 3.687 -3.667
H 0.885 5.142 -3.028
H 0.410 1.575 -2.542
H -1.925 -1.195 -4.365
*
```


Which formula does entry 1 have? C29H41Cl5ErP2


Look up the E_tot of the first one. -139538.775 eV